# 1
82
Properties=species:S:1:pos:R:3 method="wB97M-V/def2-TZVPD" e_lumo_ev=-6.241 total_charge=+1 homo_ev=-8.701 orbital_gap_ev=2.46 max_force_ha_per_bohr=0.0390
C 5.710 0.164 2.544
C 4.902 0.470 1.520
C 3.435 0.254 1.445
S 2.650 0.329 3.067
P 0.637 -0.405 3.154
C -0.256 1.169 3.255
C 0.040 2.218 2.163
C 0.266 -1.356 1.657
C 0.807 -2.776 1.854
H 5.383 -0.118 3.535
H 6.783 0.184 2.405
H 5.341 0.917 0.637
H 3.174 -0.673 0.932
H 2.978 1.074 0.896
H 3.299 -0.552 3.838
H -1.322 0.963 3.341
H 0.078 1.575 4.212
H -0.810 2.867 1.983
H 0.334 1.729 1.236
H 0.879 2.848 2.458
H -0.824 -1.398 1.615
H 0.687 -0.954 0.734
H 0.437 -3.437 1.073
H 0.477 -3.195 2.801
H 1.898 -2.790 1.843
C -2.945 -2.834 -0.883
C -2.361 -4.046 -1.592
C -2.656 -5.381 -0.894
C -2.115 -5.381 0.463
N -1.695 -5.380 1.537
H -2.568 -2.741 0.139
H -2.689 -1.929 -1.419
H -4.030 -2.913 -0.826
H -1.264 -3.925 -1.643
H -2.749 -4.103 -2.611
H -2.218 -6.217 -1.440
H -3.733 -5.543 -0.839
Br -3.545 -1.741 -3.501
C 0.521 6.159 2.770
C -0.060 7.553 2.903
O -0.623 7.774 1.603
C -0.877 6.573 1.035
O -1.494 6.413 0.033
O -0.335 5.578 1.774
H 0.488 5.586 3.688
H 1.544 6.166 2.394
H -0.858 7.602 3.646
H 0.683 8.313 3.127
C 1.858 1.291 -1.263
O 2.983 1.511 -1.752
O 1.013 2.196 -1.089
O 1.540 0.125 -0.878
C -4.923 -2.653 -8.786
C -4.566 -3.591 -9.681
C -3.827 -4.839 -9.273
O -3.543 -5.657 -10.117
C -3.476 -5.003 -7.854
C -3.841 -4.061 -6.954
C -4.609 -2.815 -7.383
O -4.897 -2.043 -6.501
O -3.533 -4.175 -5.675
O -4.828 -3.500 -10.969
H -5.455 -1.758 -9.076
H -2.947 -5.912 -7.573
H -3.904 -3.353 -5.214
H -4.484 -4.297 -11.412
Ca -1.148 -4.156 -7.147
Mg -1.341 -2.699 -4.007
C 3.721 3.627 5.865
S 3.394 5.389 5.969
O 2.211 5.655 5.097
C 4.840 5.910 5.048
H 2.895 3.112 6.351
H 3.785 3.334 4.817
H 4.652 3.401 6.384
H 4.826 5.453 4.059
H 5.738 5.619 5.592
H 4.799 6.993 4.959
O -2.013 -2.891 3.686
H -1.871 -3.783 3.343
H -1.900 -2.977 4.637
Cl 7.448 1.858 3.138

---

# 2
76
Properties=species:S:1:pos:R:3 method="wB97M-V/def2-TZVPD" e_lumo_ev="3.670 / 3.669" total_charge=-2 spin_multiplicity=5 homo_ev="-2.228 / -3.329" s_squared=6.02 orbital_gap_ev="5.90 / 7.00" de_lowest_kcal_mol=12.88 max_force_ha_per_bohr=0.0137
Ir -0.391 2.587 0.098
O 6.109 5.254 -1.015
C 5.899 4.035 -0.896
O 6.704 3.082 -0.878
C 4.409 3.628 -0.777
C 4.062 2.308 -0.500
C 2.730 1.964 -0.394
N 1.749 2.853 -0.562
C 2.061 4.125 -0.831
C 3.379 4.545 -0.943
C 0.879 5.076 -0.998
O 1.095 6.210 -1.397
O -0.278 4.593 -0.697
H 4.851 1.580 -0.376
H 2.414 0.953 -0.166
H 3.596 5.580 -1.155
O -4.991 1.747 -0.828
Cl -3.980 2.235 0.079
O -3.520 1.151 0.922
O -4.507 3.294 0.902
O -2.853 2.745 -0.710
C -2.159 -2.058 1.282
C -2.149 -2.435 -0.207
C -2.416 -3.947 -0.315
C -3.331 -1.680 -0.839
Si -0.480 -1.974 -1.033
Br -0.614 0.242 -1.512
C -0.229 -2.776 -2.775
C 0.845 -2.061 -3.611
C 0.187 -4.251 -2.656
C -1.521 -2.711 -3.602
C 1.041 -2.217 0.107
C 1.075 -1.165 1.226
C 1.034 -3.615 0.746
C 2.353 -2.072 -0.678
H -3.160 -2.266 1.677
H -1.974 -0.996 1.434
H -1.448 -2.637 1.872
H -3.327 -4.175 0.249
H -1.611 -4.551 0.107
H -2.581 -4.275 -1.342
H -4.259 -2.076 -0.410
H -3.396 -1.788 -1.918
H -3.297 -0.621 -0.604
H 1.844 -2.158 -3.194
H 0.634 -1.000 -3.731
H 0.860 -2.514 -4.608
H 1.162 -4.363 -2.181
H 0.268 -4.679 -3.662
H -0.530 -4.854 -2.100
H -1.864 -1.684 -3.732
H -2.334 -3.288 -3.167
H -1.319 -3.124 -4.596
H 0.224 -1.225 1.897
H 1.102 -0.145 0.851
H 1.981 -1.322 1.823
H 0.186 -3.766 1.412
H 1.944 -3.728 1.346
H 1.030 -4.419 0.007
H 2.397 -1.142 -1.247
H 2.518 -2.901 -1.367
H 3.187 -2.063 0.030
C -1.546 3.679 3.180
C -0.694 2.406 3.207
C -1.521 1.246 3.777
C 0.562 2.628 4.058
N -0.284 2.063 1.876
H -1.806 3.986 4.197
H -2.464 3.510 2.613
H -0.996 4.487 2.696
H -1.918 1.503 4.764
H -0.902 0.351 3.873
H -2.352 1.027 3.107
H 0.291 2.881 5.087
H 1.159 3.440 3.641
H 1.176 1.726 4.068

---

# 3
67
Properties=species:S:1:pos:R:3 method="wB97M-V/def2-TZVPD" e_lumo_ev="-8.307 / -8.158" total_charge=+2 spin_multiplicity=2 homo_ev="-13.401 / -13.392" s_squared=0.76 orbital_gap_ev="5.09 / 5.23" de_lowest_kcal_mol=28.17 max_force_ha_per_bohr=0.0560
Ir -0.476 -0.686 -0.295
C 2.868 -0.149 -1.606
P 1.872 -1.167 -0.493
C 2.461 -2.848 -0.849
C 2.529 -0.899 1.177
C 3.858 -0.544 1.383
C 4.341 -0.392 2.675
C 3.502 -0.601 3.762
C 2.173 -0.943 3.560
C 1.682 -1.083 2.267
P -0.055 -1.496 1.949
C -0.991 -0.934 3.392
C -0.049 -3.304 2.175
H 3.912 -0.451 -1.538
H 2.759 0.905 -1.353
H 2.532 -0.303 -2.629
H 3.528 -2.872 -0.626
H 2.302 -3.089 -1.901
H 1.953 -3.587 -0.234
H 4.522 -0.367 0.548
H 5.374 -0.115 2.832
H 3.878 -0.490 4.769
H 1.528 -1.095 4.415
H -0.685 -1.504 4.269
H -2.051 -1.126 3.216
H -0.851 0.131 3.568
H 0.378 -3.515 3.157
H 0.554 -3.802 1.419
H -1.063 -3.701 2.127
C -3.904 -2.211 0.036
C -3.421 -1.133 -0.931
C -4.436 -0.908 -2.063
C -2.065 -1.484 -1.515
H -4.835 -1.919 0.519
H -3.158 -2.408 0.811
H -4.087 -3.139 -0.508
H -3.361 -0.177 -0.395
H -4.553 -1.818 -2.652
H -4.125 -0.101 -2.727
H -5.404 -0.642 -1.642
H -1.920 -1.028 -2.498
H -1.905 -2.564 -1.572
C -0.855 4.305 0.309
Si -0.597 2.477 0.585
C 0.811 2.244 1.810
C -2.171 1.668 1.254
N -0.215 1.378 -0.786
C 0.083 1.683 -2.094
C 0.218 0.664 -3.067
C 0.511 0.948 -4.383
C 0.690 2.265 -4.790
C 0.573 3.287 -3.857
C 0.277 3.010 -2.538
H -1.237 4.738 1.236
H -1.578 4.525 -0.476
H 0.075 4.826 0.077
H 0.532 2.697 2.764
H 1.721 2.740 1.466
H 1.042 1.197 1.980
H -2.390 2.020 2.264
H -2.078 0.576 1.288
H -3.027 1.916 0.625
H 0.067 -0.366 -2.750
H 0.605 0.144 -5.101
H 0.916 2.487 -5.823
H 0.719 4.313 -4.168
H 0.194 3.816 -1.827

---

# 4
75
Properties=species:S:1:pos:R:3 method="wB97M-V/def2-TZVPD" e_lumo_ev="-5.046 / -8.284" total_charge=+2 spin_multiplicity=5 homo_ev="-13.735 / -13.729" s_squared=6.01 orbital_gap_ev="8.69 / 5.45" de_lowest_kcal_mol=29.91 max_force_ha_per_bohr=0.0297
Rh -0.037 -0.142 0.389
C 3.307 -2.046 0.925
C 3.277 -0.589 0.736
N 2.232 0.185 0.707
C 2.560 1.499 0.490
C 3.909 1.724 0.365
S 4.779 0.271 0.510
C 1.531 2.499 0.348
C 1.743 3.846 0.217
S 0.275 4.674 -0.001
C -0.572 3.165 0.084
N 0.207 2.134 0.277
C -2.046 3.162 -0.046
H 2.318 -2.473 0.798
H 3.677 -2.291 1.920
H 3.984 -2.502 0.206
H 4.406 2.656 0.190
H 2.673 4.372 0.237
H -2.355 3.894 -0.791
H -2.503 3.453 0.901
H -2.404 2.178 -0.337
C -5.532 0.904 1.944
C -4.203 0.698 2.660
N -3.169 0.501 1.666
C -3.375 -0.023 0.445
N -2.282 -0.169 -0.315
C -2.402 -0.740 -1.582
C -3.758 -0.588 -2.239
C -4.836 -0.992 -1.241
N -4.608 -0.347 0.044
C -5.743 -0.227 0.944
H -5.517 1.860 1.420
H -6.350 0.918 2.662
H -4.258 -0.178 3.318
H -3.944 1.567 3.265
H -2.206 0.742 1.874
H -2.176 -1.892 -1.363
H -1.559 -0.476 -2.223
H -3.827 -1.202 -3.137
H -3.888 0.460 -2.530
H -4.839 -2.080 -1.110
H -5.820 -0.691 -1.607
H -5.891 -1.178 1.467
H -6.633 -0.036 0.342
C -0.046 -3.504 -3.620
C 0.545 -4.613 -2.757
C -0.356 -5.848 -2.747
C 1.958 -4.981 -3.208
O 0.685 -4.159 -1.392
P -0.087 -2.996 -0.688
O -1.603 -3.100 -0.799
O 0.454 -1.636 -1.121
O 0.432 -3.235 0.797
C -0.267 -3.420 2.032
C 0.828 -3.639 3.079
C -1.192 -4.631 1.957
C -1.061 -2.143 2.325
H -0.026 -3.782 -4.670
H 0.539 -2.597 -3.478
H -1.078 -3.317 -3.329
H -0.496 -6.207 -3.762
H -1.325 -5.604 -2.318
H 0.105 -6.632 -2.153
H 1.928 -5.499 -4.162
H 2.418 -5.636 -2.471
H 2.563 -4.083 -3.310
H 1.487 -4.440 2.755
H 0.391 -3.921 4.032
H 1.420 -2.737 3.216
H -0.602 -5.531 1.803
H -1.880 -4.526 1.122
H -1.759 -4.740 2.877
H -0.408 -1.261 2.059
H -1.319 -2.073 3.377
H -1.968 -2.131 1.724

---

# 5
73
Properties=species:S:1:pos:R:3 method="wB97M-V/def2-TZVPD" e_lumo_ev=-5.857 total_charge=+1 homo_ev=-9.490 orbital_gap_ev=3.63 de_lowest_kcal_mol=15.47 max_force_ha_per_bohr=0.2418
C -1.229 -1.818 -3.767
C -0.507 -1.697 -2.382
C 0.902 -2.233 -2.444
C 1.786 -1.831 -1.430
C 1.940 -0.292 -1.461
C 0.546 0.451 -1.260
N -0.511 -0.205 -1.989
O -1.701 0.359 -2.145
C 0.750 1.850 -1.975
C 0.032 0.454 0.205
C -1.436 -2.485 -1.304
H -1.328 -2.927 -3.841
H -0.658 -1.240 -4.505
H -2.175 -1.237 -3.942
H 1.400 -2.011 -3.287
H 0.712 -3.367 -2.472
H 2.625 -2.325 -1.376
H 1.656 -2.040 -0.378
H 2.424 -0.051 -2.171
H 2.457 -0.112 -0.642
H 1.312 1.719 -2.839
H 1.271 2.625 -1.430
H -0.167 2.417 -2.228
H -0.845 1.003 0.501
H 0.862 0.974 0.966
H -0.178 -0.376 0.824
H -0.820 -2.464 -0.252
H -1.413 -3.472 -1.647
H -2.442 -2.237 -1.403
N -0.583 2.256 -5.694
C -1.725 1.412 -5.909
C -2.820 2.085 -5.136
C -2.212 3.410 -4.538
C -0.697 3.408 -4.958
H 0.188 2.143 -6.302
H -1.688 0.599 -6.649
H -3.785 1.883 -5.012
H -2.770 4.005 -3.911
H -0.082 4.193 -4.709
N -0.197 4.113 2.902
C -0.121 4.396 1.487
C -1.358 5.236 1.211
C -2.011 5.413 2.474
C -1.459 4.499 3.483
H 0.466 3.529 3.338
H 0.694 3.937 0.970
H -1.769 5.721 0.348
H -2.724 6.186 2.791
H -1.787 4.187 4.346
N 2.063 2.470 4.971
C 0.938 1.793 5.555
C 0.786 0.543 4.696
C 1.923 0.526 3.746
C 2.687 1.790 3.935
H 2.446 3.173 5.461
H 0.574 2.317 6.440
H -0.107 -0.154 4.806
H 1.944 -0.039 2.908
H 3.554 2.150 3.529
C -1.387 -3.409 4.394
N -0.464 -2.485 3.560
O 0.677 -2.270 3.925
O -1.105 -1.732 2.682
H -2.320 -3.030 4.542
H -0.786 -3.460 5.154
H -1.477 -4.229 3.711
C 2.075 -6.588 0.778
N 0.822 -5.924 0.697
O 0.672 -5.082 -0.205
O 0.165 -6.082 1.770
H 3.076 -6.005 0.420
H 2.158 -7.533 0.265
H 2.263 -6.780 1.805

---

# 6
75
Properties=species:S:1:pos:R:3 method="wB97M-V/def2-TZVPD" e_lumo_ev=0.340 homo_ev=-8.478 orbital_gap_ev=8.82 de_lowest_kcal_mol=16.60 max_force_ha_per_bohr=0.0337
C -1.987 2.965 1.521
C -2.326 2.266 0.235
H -2.284 4.022 1.504
H -0.906 2.879 1.707
H -2.496 2.486 2.373
C -2.840 2.899 -0.835
C -3.167 4.350 -0.922
H -3.100 2.332 -1.727
H -2.649 4.977 -0.187
H -4.243 4.537 -0.800
H -2.911 4.712 -1.925
Sc 0.839 -0.762 0.584
Cl -0.344 -1.677 2.396
Cl 3.067 0.102 1.099
C -1.106 -2.854 -1.021
O -0.014 -2.261 -0.807
N -1.416 -3.418 -2.190
C -0.517 -3.369 -3.347
C -2.700 -4.078 -2.390
H -1.868 -2.941 -0.232
H 0.461 -2.988 -3.048
H -0.941 -2.720 -4.129
H -0.438 -4.383 -3.764
H -3.294 -3.982 -1.473
H -2.538 -5.139 -2.628
H -3.247 -3.613 -3.221
H 0.359 2.757 -0.505
H -0.746 2.666 -3.204
C 1.263 2.567 -1.097
C 0.321 2.507 -3.391
N 0.928 1.778 -2.276
H 1.977 2.031 -0.456
C 1.187 0.462 -2.388
O 1.597 -0.249 -1.446
H 0.433 1.907 -4.296
H 0.997 0.041 -3.399
H 1.681 3.516 -1.437
H 0.831 3.468 -3.493
O -0.600 0.660 0.296
C -1.978 0.773 0.224
C -2.107 0.149 -2.237
C -2.625 0.032 -0.951
H -1.172 0.701 -2.363
C -2.823 -0.343 -3.335
H -2.393 0.345 1.155
C -3.836 -0.646 -0.769
H -2.393 -0.228 -4.336
C -4.069 -0.944 -3.159
C -4.567 -1.107 -1.863
H -4.216 -0.763 0.248
H -4.638 -1.288 -4.026
H -5.532 -1.603 -1.716
Si 2.923 1.500 4.053
Cl 1.178 1.930 2.886
C 4.546 1.855 3.151
C 2.627 -0.228 4.719
C 3.108 2.717 5.507
H 4.458 1.941 2.063
H 5.242 1.032 3.350
H 4.993 2.790 3.529
H 3.480 3.699 5.170
H 3.865 2.323 6.204
H 2.188 2.849 6.086
H 2.078 -0.866 4.014
H 2.034 -0.170 5.645
H 3.581 -0.723 4.950
N 3.440 -2.678 1.725
C 4.043 -3.876 1.906
C 3.266 -4.804 1.204
C 2.210 -4.059 0.633
N 2.326 -2.758 0.948
H 3.744 -1.756 2.045
H 4.937 -3.969 2.496
H 3.434 -5.856 1.130
H 1.386 -4.423 0.034

---

What did the fifth record say?
73
Properties=species:S:1:pos:R:3 method="wB97M-V/def2-TZVPD" e_lumo_ev=-5.857 total_charge=+1 homo_ev=-9.490 orbital_gap_ev=3.63 de_lowest_kcal_mol=15.47 max_force_ha_per_bohr=0.2418
C -1.229 -1.818 -3.767
C -0.507 -1.697 -2.382
C 0.902 -2.233 -2.444
C 1.786 -1.831 -1.430
C 1.940 -0.292 -1.461
C 0.546 0.451 -1.260
N -0.511 -0.205 -1.989
O -1.701 0.359 -2.145
C 0.750 1.850 -1.975
C 0.032 0.454 0.205
C -1.436 -2.485 -1.304
H -1.328 -2.927 -3.841
H -0.658 -1.240 -4.505
H -2.175 -1.237 -3.942
H 1.400 -2.011 -3.287
H 0.712 -3.367 -2.472
H 2.625 -2.325 -1.376
H 1.656 -2.040 -0.378
H 2.424 -0.051 -2.171
H 2.457 -0.112 -0.642
H 1.312 1.719 -2.839
H 1.271 2.625 -1.430
H -0.167 2.417 -2.228
H -0.845 1.003 0.501
H 0.862 0.974 0.966
H -0.178 -0.376 0.824
H -0.820 -2.464 -0.252
H -1.413 -3.472 -1.647
H -2.442 -2.237 -1.403
N -0.583 2.256 -5.694
C -1.725 1.412 -5.909
C -2.820 2.085 -5.136
C -2.212 3.410 -4.538
C -0.697 3.408 -4.958
H 0.188 2.143 -6.302
H -1.688 0.599 -6.649
H -3.785 1.883 -5.012
H -2.770 4.005 -3.911
H -0.082 4.193 -4.709
N -0.197 4.113 2.902
C -0.121 4.396 1.487
C -1.358 5.236 1.211
C -2.011 5.413 2.474
C -1.459 4.499 3.483
H 0.466 3.529 3.338
H 0.694 3.937 0.970
H -1.769 5.721 0.348
H -2.724 6.186 2.791
H -1.787 4.187 4.346
N 2.063 2.470 4.971
C 0.938 1.793 5.555
C 0.786 0.543 4.696
C 1.923 0.526 3.746
C 2.687 1.790 3.935
H 2.446 3.173 5.461
H 0.574 2.317 6.440
H -0.107 -0.154 4.806
H 1.944 -0.039 2.908
H 3.554 2.150 3.529
C -1.387 -3.409 4.394
N -0.464 -2.485 3.560
O 0.677 -2.270 3.925
O -1.105 -1.732 2.682
H -2.320 -3.030 4.542
H -0.786 -3.460 5.154
H -1.477 -4.229 3.711
C 2.075 -6.588 0.778
N 0.822 -5.924 0.697
O 0.672 -5.082 -0.205
O 0.165 -6.082 1.770
H 3.076 -6.005 0.420
H 2.158 -7.533 0.265
H 2.263 -6.780 1.805